1.
Computed, not measured: one molecule with the formula C14H11N3O3 in a non-equilibrium geometry, with ωB97M-V with the def2-TZVPD basis set.

Properties
Energy above the lowest of the compared OMol25 structures with the same formula, charge and spin: 139.9 kcal per mole
Strongest force on any atom: 12.92 eV/Å
SMILES string: Cn1c(O)nc2ccc(-c3cccc([N+](=O)[O-])c3)cc21
HOMO: -7.4 eV

Each line ends with the Mulliken charge.
Cartesian coordinates (Å):
O (4.439, -0.976, 3.221)  -0.55
O (4.941, 1.053, 3.757)  -0.56
N (-3.881, -1.083, -0.541)  -0.78
O (-4.866, -1.384, -2.415)  -0.42
C (-2.705, -0.796, -0.142)  0.64
C (-3.849, -1.081, -1.884)  0.37
C (-2.226, -0.633, 1.303)  -0.87
C (-0.938, -0.145, 1.501)  -0.73
C (-0.471, -0.254, -0.992)  -1.24
C (-1.710, -0.638, -1.183)  1.03
C (2.859, 2.545, 0.544)  -0.93
C (1.638, 1.829, 0.153)  -0.48
C (3.623, 2.005, 1.480)  -0.33
C (2.258, 0.043, 1.742)  -0.20
C (1.294, 0.511, 0.729)  0.61
C (3.429, 0.715, 2.106)  -0.22
C (0.090, -0.084, 0.390)  0.40
N (-2.500, -0.872, -2.277)  -0.03
N (4.282, 0.265, 3.089)  0.87
C (-1.995, -1.368, -3.605)  -0.97
H (-5.362, -1.719, -1.646)  0.46
H (-2.798, -0.894, 2.124)  0.48
H (-0.530, 0.042, 2.518)  0.37
H (0.206, -0.068, -1.880)  0.22
H (2.895, 3.534, 0.153)  0.38
H (0.883, 2.354, -0.358)  0.49
H (4.473, 2.482, 1.734)  0.51
H (2.269, -0.963, 2.097)  0.50
H (-1.327, -0.605, -4.015)  0.31
H (-1.502, -2.302, -3.453)  0.33
H (-2.920, -1.513, -4.249)  0.34

2.
Computed, not measured: a 2-piece molecular cluster, C2H8N2 overall in a non-equilibrium geometry, with ωB97M-V with the def2-TZVPD basis set.

Properties
Energy above the lowest of the compared OMol25 structures with the same formula, charge and spin: 12.7 kcal per mole
Strongest force on any atom: 1.25 eV/Å
SMILES string: C=CN.N
HOMO: -8.4 eV

Each line ends with the Mulliken charge.
Cartesian coordinates (Å):
N (-2.779, -1.119, -1.323)  -0.65
H (-3.487, -0.402, -1.397)  0.22
H (-1.886, -0.685, -1.125)  0.22
H (-2.702, -1.544, -2.239)  0.22
C (2.025, -0.426, 1.142)  -0.87
C (0.929, 0.292, 0.920)  0.19
N (0.915, 1.499, 0.225)  -0.46
H (2.995, -0.092, 0.800)  0.22
H (1.964, -1.421, 1.547)  0.24
H (-0.036, -0.208, 0.928)  0.27
H (0.237, 2.204, 0.457)  0.21
H (1.826, 1.902, 0.066)  0.20

3.
Computed, not measured: an isolated ion of composition C5H15N2O and charge +2 in a non-equilibrium geometry, with ωB97M-V with the def2-TZVPD basis set.

Properties
Energy above the lowest of the compared OMol25 structures with the same formula, charge and spin: 62.8 kcal per mole
Charge: +2
Strongest force on any atom: 3.58 eV/Å
HOMO (alpha / beta): -18.5 / -18.5 eV
<S²>: 0.75
Multiplicity: 2

Each line ends with the Mulliken spin population.
Cartesian coordinates (Å):
C (0.469, 0.535, -2.351)  0.00
O (-0.035, -0.778, -2.601)  0.00
C (0.101, 0.890, -0.890)  0.01
C (1.035, 0.114, 0.044)  0.02
C (0.947, 0.446, 1.576)  0.04
C (0.225, -0.641, 2.385)  0.09
N (-1.184, -0.671, 2.468)  0.64
N (-1.275, 0.268, -0.700)  0.00
H (-0.013, 1.098, -3.154)  0.00
H (1.561, 0.582, -2.490)  0.00
H (0.688, -1.412, -2.724)  0.00
H (0.027, 1.972, -0.747)  0.00
H (1.940, 0.572, -0.368)  0.01
H (0.963, -0.962, -0.054)  0.00
H (1.944, 0.402, 2.001)  0.00
H (0.428, 1.349, 1.885)  0.00
H (0.626, -0.493, 3.433)  0.16
H (0.663, -1.650, 2.362)  0.03
H (-1.551, -1.472, 3.009)  -0.01
H (-1.493, 0.113, 3.050)  0.01
H (-1.677, 0.055, 0.242)  0.00
H (-2.058, 0.862, -1.028)  0.00
H (-1.331, -0.584, -1.298)  0.00

4.
Computed, not measured: a 6-piece molecular cluster, C15H20ClO19 overall in a non-equilibrium geometry, with ωB97M-V with the def2-TZVPD basis set.

Properties
Strongest force on any atom: 5.49 eV/Å
HOMO (alpha / beta): -10.9 / -10.9 eV
<S²>: 0.76
Multiplicity: 2

Each line ends with the Mulliken spin population.
Cartesian coordinates (Å):
Cl (-0.664, -0.668, 0.688)  -0.06
O (0.579, -1.214, 0.479)  0.39
O (-1.071, -0.179, -0.596)  0.12
O (-1.435, -1.758, 1.198)  0.49
O (-0.631, 0.338, 1.694)  0.07
C (-1.497, 3.285, 0.475)  0.00
C (0.026, 3.575, 0.572)  0.00
O (0.007, 4.958, 0.859)  0.00
C (-1.176, 5.541, 0.739)  0.00
O (-1.403, 6.733, 0.836)  0.00
O (-2.007, 4.633, 0.312)  0.00
H (-1.911, 2.649, 1.259)  0.00
H (-1.521, 2.749, -0.474)  0.00
H (0.398, 3.361, -0.430)  0.00
H (0.306, 2.859, 1.345)  0.00
C (-3.147, -2.795, -3.042)  0.00
C (-1.889, -3.388, -2.380)  0.00
O (-2.208, -4.781, -2.416)  0.00
C (-3.299, -5.040, -3.120)  0.00
O (-3.878, -6.134, -3.264)  0.00
O (-3.799, -3.920, -3.694)  0.00
H (-2.856, -1.983, -3.708)  0.00
H (-3.901, -2.408, -2.356)  0.00
H (-1.784, -3.117, -1.329)  -0.01
H (-1.042, -3.250, -3.052)  0.00
C (3.395, -0.189, 0.431)  0.01
C (3.962, -1.065, 1.574)  0.00
O (5.281, -1.121, 1.202)  0.00
C (5.600, -0.155, 0.221)  0.00
O (6.716, -0.057, -0.334)  0.00
O (4.536, 0.530, -0.071)  0.00
H (2.684, 0.554, 0.794)  0.00
H (3.005, -0.861, -0.334)  0.00
H (3.555, -2.065, 1.721)  0.00
H (3.964, -0.476, 2.491)  0.00
C (2.389, -0.252, -3.460)  0.00
C (0.930, -0.568, -3.605)  0.00
O (0.981, -1.987, -3.518)  0.00
C (2.202, -2.440, -3.743)  0.00
O (2.485, -3.607, -3.962)  0.00
O (3.071, -1.491, -3.703)  0.00
H (2.543, 0.082, -2.434)  0.00
H (2.798, 0.542, -4.085)  0.00
H (0.588, -0.189, -4.568)  0.00
H (0.299, 0.025, -2.943)  0.00
C (-1.218, 1.124, 5.023)  0.00
C (-2.659, 0.683, 4.956)  0.00
O (-3.350, 1.894, 4.683)  0.00
C (-2.469, 2.823, 4.301)  0.00
O (-2.800, 3.939, 3.891)  0.00
O (-1.232, 2.347, 4.361)  0.00
H (-0.544, 0.448, 4.497)  0.00
H (-0.898, 1.124, 6.065)  0.00
H (-3.162, 0.321, 5.852)  0.00
H (-2.850, 0.039, 4.097)  0.00